1.
Formula: C26H38BrNOP2W
Source: OMol25
Level of theory: ωB97M-V with the def2-TZVPD basis set

XYZ file:
```
70
Properties=species:S:1:pos:R:3:forces:R:3
C 2.219495 4.196250 -0.930898 0.412 -0.017 0.080
C 1.329971 3.249462 -1.517705 0.904 -0.326 -0.221
C 1.155997 3.246490 -2.925313 -0.044 0.030 0.130
C 1.975886 4.073396 -3.674263 -0.417 -0.049 -0.140
N 2.871448 4.881202 -3.121534 0.569 0.151 0.130
C 2.984960 4.981581 -1.800208 -0.316 0.188 0.378
C 0.719136 2.344532 -0.641835 -3.745 2.050 2.635
C -0.006098 2.043774 0.382312 0.065 -0.086 -1.738
C -1.311941 2.334754 1.024191 1.417 -0.805 -1.160
C -1.803260 1.652579 2.152810 -0.449 -0.331 1.513
C -3.103620 1.085977 2.011299 -0.676 0.952 1.556
C -3.744535 1.388354 0.777432 -0.957 -1.881 1.018
C -3.456383 2.544808 0.023394 1.147 0.948 -1.126
C -2.233705 3.138320 0.269219 -1.069 0.171 -0.901
W -1.975016 0.268523 0.373220 2.882 1.219 -4.412
P 1.554107 -0.372191 -0.442827 3.333 -1.569 -0.601
H 0.382424 2.662714 -3.408278 0.201 -0.251 0.032
H 2.263009 4.337527 0.158207 0.236 -0.270 -0.539
H 1.924786 4.091105 -4.762466 -0.094 -0.003 0.197
H 3.711632 5.714785 -1.418984 -0.411 -0.342 -0.141
H -1.906880 4.119232 -0.107619 -0.270 -0.568 -0.282
H -1.204782 1.517437 3.047306 -0.002 -0.484 -0.026
H -4.061615 2.857755 -0.812191 -0.529 0.304 0.155
H -3.486512 0.374702 2.724495 -0.276 0.138 0.376
C 2.119838 -2.117774 -0.120717 -1.314 -0.225 0.741
C 3.364852 -2.622065 -0.843654 0.433 0.215 -0.462
H 1.224462 -2.719049 -0.365026 0.542 -0.126 0.186
H 2.259919 -2.209906 0.966057 -0.131 0.110 -0.207
H 3.514942 -3.674355 -0.562611 -0.209 0.216 -0.116
H 3.268176 -2.562700 -1.938301 0.149 -0.121 0.369
H 4.270374 -2.090277 -0.519555 -0.387 -0.184 -0.284
C 1.921260 -0.114123 -2.226570 -1.142 0.020 -0.302
C 3.278216 0.486534 -2.556894 0.569 0.211 -0.104
H 1.097317 0.521746 -2.580567 0.241 -0.012 -0.310
H 1.802655 -1.079952 -2.746249 -0.070 0.268 0.402
H 3.342574 0.654325 -3.637048 -0.175 -0.051 0.090
H 3.434928 1.459550 -2.079974 0.087 -0.202 0.006
H 4.107426 -0.190623 -2.311498 -0.332 0.247 0.011
C 2.703104 0.635481 0.564549 -0.827 1.119 0.411
C 4.162417 0.220790 0.633813 0.413 -0.394 -0.232
H 2.224224 0.649578 1.556908 0.282 -0.001 -0.006
H 2.608465 1.672722 0.213010 0.299 -0.376 0.151
H 4.715468 0.950841 1.233556 -0.254 -0.048 0.065
H 4.266780 -0.754045 1.113771 0.173 0.162 -0.058
H 4.641236 0.217045 -0.354515 -0.169 -0.133 0.442
Br -4.622986 -0.171436 -0.078953 0.383 1.500 1.190
P -1.766611 -1.459865 -1.659114 -0.032 0.025 0.225
C -0.616732 -2.491910 -2.652882 1.091 0.294 -0.023
C -1.233336 -3.768622 -3.240604 -0.606 -0.253 0.013
H 0.258137 -2.737759 -2.032571 -0.315 -0.051 -0.225
H -0.241499 -1.850820 -3.461904 -0.131 -0.019 0.139
H -0.517092 -4.295124 -3.886063 0.018 0.317 0.278
H -1.543279 -4.473344 -2.460277 0.135 0.111 -0.181
H -2.107349 -3.548153 -3.864654 0.259 -0.080 0.159
C -2.695811 -2.706645 -0.670065 -0.321 -0.012 0.002
C -3.993879 -3.183137 -1.314429 -0.340 -0.455 0.310
H -2.906102 -2.268097 0.321575 0.007 -0.287 -0.131
H -2.013460 -3.546071 -0.461587 -0.036 0.256 -0.198
H -4.502677 -3.899701 -0.655267 0.175 0.141 -0.145
H -4.695266 -2.356595 -1.467423 0.003 -0.112 -0.239
H -3.821000 -3.684675 -2.271139 -0.083 0.183 0.186
C -2.628373 -0.428737 -2.899887 -0.386 0.107 -0.141
C -3.249763 -1.151025 -4.087912 -0.237 -0.168 -0.449
H -1.872941 0.301813 -3.235182 -0.022 -0.228 0.132
H -3.399488 0.161174 -2.397324 0.161 -0.042 -0.081
H -3.903600 -0.459124 -4.631205 0.207 -0.088 0.053
H -2.502924 -1.526265 -4.795387 -0.144 0.084 0.170
H -3.877331 -1.981190 -3.759775 0.054 0.079 -0.141
O 0.033397 -1.621433 1.941575 -3.957 3.644 -3.005
C -0.707277 -0.920371 1.330503 4.029 -4.810 4.400
```
Positions in Å, forces in eV/Å.

* LUMO level (alpha / beta): -0.5669 / -0.5745 hartree
* expectation value of S²: 2.025
* HOMO level (alpha / beta): -20.43 / -20.40 eV
* orbital gap (alpha / beta): 5.00 / 4.77 eV
* multiplicity: 3
* charge: +4

Atomic partial charges in e from the natural (NBO) method, atoms 1 to 4: -0.14, -0.25, -0.16, 0.05

2.
Formula: C26H38FIrN5O9P2SSi
Source: OMol25
Level of theory: ωB97M-V with the def2-TZVPD basis set

XYZ file:
```
84
Properties=species:S:1:pos:R:3:forces:R:3
Ir 0.183984 -0.658517 1.975165 0.020 0.135 0.022
C 4.423271 -2.053785 7.370098 0.003 -0.004 0.000
Si 2.752747 -2.062700 6.549105 0.001 0.008 -0.012
C 1.538670 -0.974603 7.449449 -0.013 -0.021 0.002
C 2.106394 -3.793366 6.305227 0.000 0.002 0.008
C 2.999681 -1.309255 4.802593 0.012 0.012 -0.005
C 4.236870 -0.852409 4.328552 -0.024 0.009 -0.011
C 4.372644 -0.287919 3.068822 -0.002 -0.006 0.005
C 3.259707 -0.166138 2.246878 0.012 -0.002 -0.004
N 2.083322 -0.595273 2.674066 -0.048 -0.008 -0.044
C 1.960649 -1.147569 3.901701 0.025 -0.007 0.071
S 0.262340 -1.558587 4.035068 -0.057 -0.015 0.024
H 4.331747 -2.470823 8.375251 0.003 -0.003 -0.001
H 4.824485 -1.043808 7.476585 -0.001 0.000 -0.001
H 5.152820 -2.663306 6.833160 0.000 0.001 -0.002
H 1.450820 -1.308257 8.486064 -0.012 0.004 -0.001
H 0.542780 -1.004186 7.003786 0.000 0.014 -0.013
H 1.861805 0.067631 7.459786 0.021 -0.001 0.004
H 1.948156 -4.276492 7.271748 0.005 0.005 0.003
H 2.809605 -4.405606 5.737970 0.003 0.001 -0.001
H 1.151305 -3.800421 5.776652 0.000 -0.014 0.007
H 5.111091 -0.936935 4.961837 0.006 0.000 -0.004
H 5.331706 0.062744 2.715395 0.005 -0.006 0.010
H 3.300000 0.269953 1.258666 -0.013 0.000 -0.003
C 0.283621 -2.898637 -5.418241 -0.002 0.003 0.003
C -0.928783 -2.618108 -4.546078 0.003 0.000 -0.004
N -0.585242 -1.839847 -3.342888 -0.001 0.002 -0.005
C -0.327177 -2.499703 -2.208310 0.006 -0.010 -0.007
C 0.021711 -1.923652 -1.013678 0.099 0.125 -0.017
C 0.373160 -2.918492 0.077940 -0.203 -0.050 -0.060
O 0.502207 -4.080097 -0.244458 0.022 0.011 -0.005
O 0.532264 -2.503591 1.293945 0.184 -0.032 -0.008
C 0.117041 -0.515057 -0.951534 -0.078 -0.059 0.105
O 0.377382 0.169564 0.085939 0.083 -0.070 -0.092
C -0.087801 0.207738 -2.199066 0.010 -0.006 -0.018
C 0.048375 1.600319 -2.226050 -0.011 0.001 -0.002
C -0.159118 2.287313 -3.384616 -0.006 0.004 -0.007
F -0.068526 3.631432 -3.362940 0.001 0.001 -0.007
C -0.486717 1.641105 -4.590947 0.017 0.003 0.012
C -0.617847 0.265273 -4.562760 0.007 0.002 -0.002
C -0.440022 -0.463158 -3.377972 -0.015 -0.009 0.020
N -0.670513 2.324243 -5.815583 0.004 -0.011 -0.024
C -1.931457 2.171660 -6.526627 -0.018 0.010 0.011
C -1.621472 2.000322 -8.018676 0.009 -0.003 0.000
N -0.313981 2.699413 -8.303994 -0.002 0.005 -0.010
C -0.209658 3.981289 -7.530631 0.002 -0.003 -0.001
C -0.090118 3.645289 -6.035465 0.001 0.004 0.010
H -0.015838 -3.471333 -6.295342 -0.001 0.000 0.001
H 1.020704 -3.484392 -4.869493 0.000 0.001 0.000
H 0.766110 -1.979619 -5.752791 0.000 0.004 -0.001
H -1.371536 -3.547885 -4.196349 0.002 -0.002 0.001
H -1.713684 -2.087003 -5.083241 0.001 -0.005 0.003
H -0.389319 -3.580591 -2.243206 0.000 0.001 0.001
H 0.297995 2.130564 -1.317087 0.003 -0.001 0.000
H -0.829462 -0.248681 -5.489056 0.004 0.002 -0.002
H -2.579266 3.041565 -6.366028 -0.002 -0.002 0.000
H -2.472462 1.301299 -6.166284 0.006 -0.006 -0.001
H -2.380427 2.447106 -8.657744 0.000 0.005 0.003
H -1.487418 0.957276 -8.297929 -0.005 0.000 -0.004
H -0.212342 2.868417 -9.304930 0.000 -0.003 0.000
H 0.449371 2.085569 -8.014822 -0.002 0.000 0.009
H -1.110251 4.547657 -7.759726 0.001 0.002 0.002
H 0.651403 4.537944 -7.891912 0.001 -0.002 0.000
H -0.586608 4.441271 -5.475595 -0.004 -0.003 0.001
H 0.955796 3.626513 -5.732801 0.003 -0.001 0.002
N -3.136871 2.031773 2.227584 0.035 -0.039 -0.047
C -2.719913 1.029073 3.291762 -0.033 -0.028 0.023
C -3.708941 1.128127 4.448510 0.031 0.018 -0.020
P -1.021179 1.495984 3.820291 0.053 0.041 0.000
O -1.195134 3.093910 3.915267 -0.036 -0.024 -0.006
O -0.665397 0.870309 5.104706 -0.004 -0.005 0.008
O -0.150597 1.291983 2.575272 -0.013 -0.034 0.008
P -2.968070 -0.568948 2.357711 -0.028 0.002 -0.001
O -2.859562 -1.680989 3.489169 0.029 -0.017 -0.005
O -4.305099 -0.399095 1.749896 0.047 -0.010 -0.006
O -1.791998 -0.752727 1.405582 -0.086 0.038 0.065
H -3.265646 2.959169 2.634440 -0.024 0.009 -0.003
H -3.999825 1.657002 1.798874 -0.014 0.029 0.017
H -2.413304 2.090189 1.505172 -0.005 0.003 0.003
H -3.709914 2.133412 4.876455 0.001 -0.005 0.005
H -3.402956 0.437153 5.230618 -0.008 0.002 0.009
H -4.719374 0.877195 4.122686 -0.001 -0.005 -0.004
H -0.973173 3.431015 4.793087 0.008 0.001 0.001
H -3.699717 -2.105185 3.706302 -0.015 0.009 -0.006
```
Positions in Å, forces in eV/Å.

* LUMO level (alpha / beta): -0.1803 / -0.2385 hartree
* ΔE to the lowest compared entry with this formula, charge and spin: 6.6 kcal/mol
* expectation value of S²: 0.761
* HOMO level (alpha / beta): -12.83 / -12.92 eV
* orbital gap (alpha / beta): 7.92 / 6.43 eV
* multiplicity: 2
* charge: +2

Atomic partial charges in e from the Löwdin method, atoms 1 to 4: 1.28, -0.18, 0.52, -0.16

3.
Formula: C26H38N2O4
Source: OMol25
Level of theory: ωB97M-V with the def2-TZVPD basis set

XYZ file:
```
70
Properties=species:S:1:pos:R:3:forces:R:3
C 0.303640 -5.637998 -6.542023 0.129 -0.077 -0.153
O -0.490854 -5.067494 -5.533364 -0.137 0.205 0.264
C -0.024981 -3.955861 -4.889351 -0.012 0.061 0.078
C 1.186802 -3.330738 -5.151899 -0.045 -0.361 -0.239
C 1.552226 -2.206178 -4.429004 -0.134 0.123 0.166
C 0.730087 -1.678420 -3.447438 0.110 0.206 -0.121
C 1.155711 -0.494497 -2.630072 0.181 -0.240 0.226
C 1.757440 -0.966844 -1.295509 -0.054 0.202 -0.111
N 0.768271 -1.656092 -0.492540 0.168 0.042 0.151
C 1.324496 -2.681197 0.366501 -0.076 -0.319 -0.050
C 0.196766 -3.501590 0.985053 0.213 0.135 0.210
C -0.726723 -2.598330 1.794681 -0.147 -0.093 -0.342
C -1.242775 -1.477232 0.896224 0.070 0.269 0.378
C -2.115050 -0.493690 1.680615 0.175 -0.213 -0.230
N -2.635502 0.571177 0.836498 -0.108 0.116 0.087
C -3.821765 0.164589 0.116489 0.031 0.030 -0.005
C -2.855992 1.801509 1.585222 0.042 -0.038 -0.098
C -1.545683 2.372966 2.055493 0.114 0.155 0.108
C -0.571287 2.670865 1.118323 -0.016 0.029 -0.034
C 0.674662 3.151404 1.502412 0.076 0.068 0.034
O 1.685917 3.408651 0.611116 -0.116 -0.057 0.573
C 1.431477 3.232570 -0.760339 -0.027 -0.017 -0.225
C 0.935911 3.381749 2.860648 0.120 0.124 0.245
O 2.114530 3.838972 3.384948 -0.368 -0.458 -0.127
C 2.877023 4.772468 2.653383 0.356 0.268 -0.155
C -0.061231 3.084282 3.807497 0.316 0.143 -0.037
O 0.282574 3.337360 5.102387 0.158 0.001 -0.430
C -0.651776 3.049137 6.110304 -0.184 -0.054 0.153
C -1.285383 2.571934 3.402151 -0.087 0.025 0.061
C -0.057101 -0.743307 0.272994 -0.298 -0.113 -0.160
C -0.482273 -2.310923 -3.192094 0.006 -0.101 -0.174
C -0.856638 -3.432621 -3.898639 -0.011 -0.163 -0.147
H -0.255955 -6.497163 -6.909228 0.079 0.050 -0.009
H 1.269358 -5.977013 -6.151993 -0.030 0.028 -0.022
H 0.471989 -4.938086 -7.367559 0.010 -0.025 0.039
H 1.855722 -3.705687 -5.911005 0.023 -0.061 -0.073
H 2.501043 -1.733860 -4.643543 0.089 0.064 -0.019
H 1.908803 0.086496 -3.166213 -0.049 0.078 -0.021
H 0.295766 0.148176 -2.436329 0.009 0.124 -0.010
H 2.569407 -1.663346 -1.519834 0.005 0.043 0.029
H 2.193703 -0.105805 -0.758079 0.035 -0.076 0.028
H 1.958432 -3.333021 -0.240423 0.035 0.061 0.050
H 1.946090 -2.246043 1.172459 0.028 -0.016 -0.035
H -0.368891 -3.974680 0.180815 0.000 -0.080 -0.037
H 0.618521 -4.283941 1.618650 -0.001 -0.055 -0.024
H -1.560595 -3.174492 2.201655 -0.022 0.018 0.084
H -0.174581 -2.165338 2.632959 0.012 0.041 0.095
H -1.824970 -1.927497 0.087349 -0.032 -0.018 -0.059
H -2.931620 -1.043056 2.181562 0.020 0.062 0.045
H -1.494120 -0.036022 2.454562 -0.019 -0.076 0.043
H -3.603757 -0.731395 -0.460495 -0.077 -0.060 -0.069
H -4.672983 -0.049332 0.783799 -0.013 -0.021 0.006
H -4.113259 0.955310 -0.574227 -0.062 -0.013 -0.050
H -3.533064 1.646032 2.443928 0.009 0.046 -0.038
H -3.335039 2.515038 0.907172 -0.061 -0.043 0.076
H -0.798132 2.492043 0.081571 0.036 -0.046 -0.184
H 2.356205 3.510601 -1.264814 -0.084 -0.036 -0.020
H 1.191387 2.191479 -0.996392 -0.024 0.015 -0.003
H 0.621701 3.881935 -1.108167 0.013 -0.042 0.015
H 3.565438 5.211597 3.375696 -0.044 0.023 -0.054
H 3.444540 4.295843 1.850811 -0.060 0.100 0.118
H 2.247814 5.559146 2.228079 0.004 -0.027 0.013
H -0.905549 1.983840 6.135583 -0.003 0.045 -0.012
H -0.166666 3.323488 7.045875 -0.075 -0.033 -0.038
H -1.568883 3.637190 5.994042 0.035 -0.040 -0.003
H -2.048621 2.335594 4.126444 -0.067 -0.031 0.103
H -0.443767 0.032262 -0.388247 0.054 0.084 0.039
H 0.523656 -0.246592 1.074245 0.010 0.037 -0.012
H -1.129304 -1.917410 -2.424534 -0.108 0.035 0.084
H -1.794722 -3.929487 -3.705792 -0.122 -0.052 0.027
```
Positions in Å, forces in eV/Å.

* LUMO level: 0.0288 hartree
* ΔE to the lowest compared entry with this formula, charge and spin: 61.2 kcal/mol
* structure (SMILES): COc1ccc(CCN2CCC[C@@H](CN(C)Cc3cc(OC)c(OC)c(OC)c3)C2)cc1
* HOMO level: -7.86 eV
* orbital gap: 8.64 eV

Atomic partial charges in e from the natural (NBO) method, atoms 1 to 4: -0.25, -0.50, 0.29, -0.33